1.
{"formula": "C3H3ClS", "method": "ωB97M-V/def2-TZVPD", "e_tot_ev": -26510.3280, "homo_ha": -0.3201, "orbital_gap_ev": 8.1, "e_above_lowest_kcal_mol": 129.9, "species": ["C", "C", "C", "S", "Cl", "H", "H", "H"], "coordinates": [[1.055, 2.550, 0.842], [-0.024, -0.532, 0.454], [-0.050, -1.368, -0.813], [0.873, 3.814, 1.959], [-1.410, 0.557, 0.874], [-0.805, -1.945, -0.434], [0.731, -2.050, -1.049], [-0.369, -1.025, -1.834]], "forces_ev_per_a": [[-0.566, 4.904, 4.209], [0.475, -0.037, 0.038], [-0.049, 3.220, -1.303], [0.683, -4.836, -4.240], [1.086, -1.394, -1.440], [-2.701, -2.167, 0.826], [1.381, -0.058, 0.812], [-0.309, 0.370, 1.097]]}


2.
{"formula": "C3H5FN2", "method": "ωB97M-V/def2-TZVPD", "smiles": "N/N=C\\C=C/F", "e_tot_ev": -8887.0365, "homo_ha": -0.3193, "orbital_gap_ev": 9.6, "e_above_lowest_kcal_mol": 48.6, "species": ["N", "N", "C", "C", "C", "F", "H", "H", "H", "H", "H"], "coordinates": [[-1.506, -1.170, 0.072], [-1.466, 0.171, -0.378], [-0.542, 1.052, -0.390], [0.929, 0.862, 0.009], [1.709, -0.277, -0.005], [1.121, -1.384, -0.572], [-2.478, -1.435, 0.164], [-0.898, -1.331, 0.883], [-0.853, 2.030, -0.656], [1.296, 1.766, 0.445], [2.689, -0.283, 0.428]], "forces_ev_per_a": [[1.491, 2.238, -0.538], [-1.748, -0.595, 0.242], [1.974, -3.232, 0.864], [-0.408, -1.804, 0.113], [-3.818, 2.544, -0.757], [1.543, 0.612, 0.734], [0.351, 0.215, 0.295], [-0.456, -0.171, -0.438], [-0.111, 0.739, -0.494], [0.799, 0.248, 0.196], [0.381, -0.796, -0.216]]}


3.
{"formula": "C36H36As2LaN2O4SSe2Te2", "method": "ωB97M-V/def2-TZVPD", "e_tot_ev": -327743.9508, "homo_ha": -0.1500, "orbital_gap_ev": 6.1, "e_above_lowest_kcal_mol": 0.0, "total_charge": -1, "species": ["La", "O", "C", "C", "C", "C", "C", "C", "C", "O", "N", "N", "C", "C", "C", "C", "C", "C", "C", "O", "H", "H", "H", "H", "H", "H", "H", "H", "H", "H", "C", "As", "C", "C", "C", "C", "C", "C", "C", "As", "C", "C", "H", "H", "H", "H", "H", "H", "H", "H", "H", "H", "H", "H", "H", "H", "H", "H", "Se", "Te", "Te", "Se", "O", "S", "C", "C", "C", "C", "C", "C", "C", "C", "C", "C", "C", "C", "H", "H", "H", "H", "H", "H", "H", "H", "H", "H"], "coordinates": [[-1.148, -0.215, -2.190], [-2.280, -6.000, -2.828], [-1.669, -5.615, -3.943], [-1.562, -6.467, -5.085], [-0.817, -6.047, -6.173], [-0.168, -4.810, -6.220], [-0.314, -3.970, -5.134], [-1.067, -4.359, -4.024], [-1.234, -3.379, -2.984], [-0.646, -2.249, -3.197], [-1.965, -3.681, -1.899], [-2.206, -2.552, -1.124], [-3.049, -2.761, -0.181], [-3.566, -1.749, 0.748], [-4.522, -2.160, 1.688], [-5.100, -1.239, 2.542], [-4.700, 0.117, 2.489], [-3.738, 0.498, 1.595], [-3.095, -0.420, 0.711], [-2.119, -0.061, -0.057], [-2.338, -5.165, -2.235], [-1.996, -7.442, -5.038], [-0.672, -6.727, -6.984], [0.476, -4.561, -7.058], [0.216, -3.005, -5.139], [-3.381, -3.793, -0.047], [-4.830, -3.193, 1.732], [-5.766, -1.548, 3.351], [-5.183, 0.853, 3.121], [-3.389, 1.528, 1.537], [1.955, 1.102, 3.145], [0.436, 1.678, 2.016], [-0.902, 2.178, 3.442], [1.028, 3.609, 1.806], [1.761, 4.209, 2.828], [2.243, 5.509, 2.745], [2.066, 6.224, 1.580], [1.365, 5.649, 0.526], [0.842, 4.368, 0.627], [-0.030, 3.535, -0.923], [-1.752, 4.484, -0.835], [0.702, 4.546, -2.347], [1.911, 1.539, 4.134], [2.919, 1.329, 2.666], [1.788, 0.018, 3.217], [-0.417, 2.838, 4.166], [-1.294, 1.253, 3.847], [-1.713, 2.767, 2.999], [1.973, 3.647, 3.710], [2.794, 6.010, 3.576], [2.482, 7.218, 1.523], [1.316, 6.231, -0.406], [-1.622, 5.559, -0.885], [-2.262, 4.257, 0.102], [-2.415, 4.154, -1.668], [0.435, 5.610, -2.347], [0.422, 4.128, -3.302], [1.785, 4.502, -2.328], [-3.810, 1.302, -3.272], [-2.660, 0.298, -5.281], [-0.529, 1.759, -5.618], [1.238, 0.655, -4.252], [0.969, -0.811, -0.827], [2.075, -1.625, -0.226], [1.498, -2.149, 1.432], [2.245, -2.986, 2.259], [1.723, -3.389, 3.497], [0.448, -2.992, 3.853], [-0.283, -2.165, 3.007], [0.190, -1.785, 1.771], [3.287, -0.330, 0.263], [3.086, 0.908, -0.334], [3.927, 1.980, 0.034], [5.016, 1.773, 0.873], [5.212, 0.514, 1.445], [4.345, -0.534, 1.146], [3.206, -3.357, 1.915], [2.254, -4.046, 4.137], [0.030, -3.346, 4.762], [-1.253, -1.857, 3.331], [-0.397, -1.161, 1.087], [2.272, 1.050, -1.042], [3.688, 2.972, -0.334], [5.754, 2.533, 1.030], [6.009, 0.307, 2.126], [4.471, -1.497, 1.620]], "forces_ev_per_a": [[-0.197, 0.248, -0.076], [-0.456, -0.134, 0.032], [0.371, -0.566, -1.194], [0.319, 1.083, 1.001], [0.051, 0.001, 0.339], [-0.156, -0.292, 0.348], [0.625, 0.193, -0.659], [0.191, -0.178, -0.561], [0.079, 0.988, 1.499], [-0.661, -0.386, 0.582], [0.779, 0.684, -1.264], [-0.170, 0.008, -0.352], [0.195, 0.237, 0.517], [0.384, -0.901, -0.557], [-0.180, 0.842, 0.147], [0.155, 0.278, 0.740], [-0.320, -0.887, -0.265], [0.829, 0.395, -0.499], [-0.475, 0.116, 0.608], [0.069, 0.556, -0.027], [-0.002, -0.466, -0.085], [-0.257, -0.440, -0.053], [-0.072, -0.389, -0.498], [-0.196, 0.078, 0.101], [-0.533, -0.463, 0.204], [-0.211, 0.094, 0.025], [0.034, -0.201, -0.071], [-0.032, -0.030, -0.459], [0.107, -0.048, 0.079], [-0.135, -0.094, 0.012], [-0.436, -0.306, -0.230], [-0.128, 1.453, 0.038], [0.583, 0.208, -0.651], [0.366, 0.089, -0.461], [-0.183, 0.156, -0.003], [0.502, 0.377, 0.662], [-0.238, -0.079, -0.013], [0.448, 0.611, -0.279], [-0.080, -0.598, -0.070], [-0.973, -0.729, 0.474], [-0.637, -0.421, -0.283], [0.802, 1.138, -0.722], [0.051, 0.070, 0.269], [-0.427, -0.135, 0.103], [0.415, 0.225, 0.145], [-0.015, -0.394, 0.191], [-0.131, 0.009, 0.362], [0.129, -0.319, -0.141], [0.057, -0.267, 0.571], [-0.474, -0.761, -0.605], [-0.029, 0.175, -0.244], [-0.254, -0.425, 0.379], [0.178, 0.216, -0.068], [0.041, -0.122, -0.009], [0.550, 0.134, 0.497], [-0.147, -0.200, 0.106], [-0.339, -0.289, -0.240], [0.305, -0.124, 0.104], [0.592, -0.276, 0.281], [-0.945, -0.671, 0.225], [0.762, 0.887, -0.337], [-0.045, -0.089, 0.631], [-0.102, -0.309, 0.129], [0.375, 0.274, 0.505], [-0.550, -0.016, -0.239], [0.012, 0.071, -0.047], [-0.348, 0.435, -1.160], [0.505, 0.434, -0.702], [-0.204, -0.424, 0.310], [0.669, 0.535, -0.390], [-0.208, 0.086, -0.140], [0.262, 0.506, 0.492], [-0.335, -0.494, -0.245], [-0.219, -0.706, -0.133], [-0.704, -0.322, -0.625], [-0.250, 0.087, -0.089], [0.007, 0.047, 0.153], [0.596, -0.477, 0.366], [-0.352, -0.093, 0.703], [-0.605, 0.170, -0.049], [0.110, -0.241, 0.272], [0.114, 0.059, 0.176], [0.209, -0.083, -0.157], [-0.014, 0.472, 0.263], [0.500, 0.128, 0.255], [0.100, -0.014, 0.055]]}